*1*
{
  "formula": "C3H5NS",
  "method": "ωB97M-V/def2-TZVPD",
  "elements": ["C", "C", "C", "N", "S", "H", "H", "H", "H", "H"],
  "xyz": [[1.43320, -0.02176, 0.15824], [-0.61625, -1.13731, -0.07264], [-0.84127, 0.43417, 0.08097], [0.47896, 0.88739, -0.15616], [2.97142, -0.24292, 0.00730], [-0.28968, -1.35670, -1.05021], [-0.98422, -1.80643, 0.68758], [-1.65343, 0.71169, -0.47831], [-1.11302, 0.55977, 1.12017], [0.61430, 1.97209, -0.29694]],
  "gap_ha": [0.290, 0.285],
  "homo_energy_ha": [-0.291, -0.276]
}



*2*
{
  "formula": "C3H5NS",
  "method": "ωB97M-V/def2-TZVPD",
  "elements": ["C", "C", "C", "H", "H", "H", "H", "H", "N", "S"],
  "xyz": [[1.29707, 0.30979, 0.15584], [0.13687, -0.19613, -0.57471], [-1.06248, -0.60314, 0.23666], [1.06020, 1.25810, 0.78932], [0.22164, -0.75754, -1.46851], [-1.91321, -1.12695, -0.09459], [-0.89125, -0.74903, 1.33777], [-0.64981, 1.35083, 0.12974], [-1.05814, 0.62071, -0.38534], [2.85912, -0.10664, -0.12618]],
  "gap_ha": 0.310,
  "homo_energy_ha": -0.331
}



*3*
{
  "formula": "C3H5NS",
  "method": "ωB97M-V/def2-TZVPD",
  "elements": ["C", "C", "C", "N", "S", "H", "H", "H", "H", "H"],
  "xyz": [[0.49697, -1.10737, -0.00560], [-0.11143, 0.33432, 0.38432], [-1.44119, 0.85111, -0.09562], [1.79163, -0.64271, -0.14327], [1.47336, 0.99805, 0.03139], [0.30679, -2.09307, 0.23689], [-1.77554, -0.15002, -0.53359], [-2.04673, 1.19596, 0.77264], [-1.24399, 1.64065, -0.87526], [2.55015, -1.02692, 0.22811]],
  "gap_ha": 0.305,
  "homo_energy_ha": -0.282
}



*4*
{
  "formula": "C3H5NS",
  "method": "ωB97M-V/def2-TZVPD",
  "elements": ["C", "C", "C", "H", "H", "H", "H", "H", "N", "S"],
  "xyz": [[0.28170, 0.69411, 1.21368], [-0.78679, -0.59024, -0.41947], [0.45018, -0.07240, -1.00177], [0.72596, -0.28319, 1.38212], [-0.79327, -1.33204, 0.36798], [-1.69335, -0.63959, -1.04498], [1.42210, -0.43937, -0.69577], [0.35662, 0.16375, -2.09335], [-0.36551, 0.73835, -0.07363], [0.40236, 1.76062, 2.36518]],
  "gap_ha": 0.330,
  "homo_energy_ha": -0.328
}



Stability comparison, relative energies in eV: *1* 1.577; *2* 0.311; *3* 1.392; *4* 0.000



*1*
{
  "formula": "C3H5NS",
  "method": "ωB97M-V/def2-TZVPD",
  "elements": ["C", "C", "C", "H", "H", "H", "H", "H", "N", "S"],
  "xyz": [[0.40940, 0.53301, -0.67686], [0.37577, 0.79540, 0.72160], [-0.32667, -0.93411, -0.60106], [1.24945, 0.85563, 1.31399], [-0.17140, 1.63251, 1.16489], [-1.49047, -0.25791, 0.95831], [-1.37981, -1.31237, -1.18559], [0.61900, -1.56633, -0.60435], [-0.53456, -0.48645, 0.98157], [1.24929, 0.74061, -2.07249]],
  "gap_ha": 0.291,
  "homo_energy_ha": -0.312
}



*2*
{
  "formula": "C3H5NS",
  "method": "ωB97M-V/def2-TZVPD",
  "elements": ["C", "C", "C", "N", "S", "H", "H", "H", "H", "H"],
  "xyz": [[1.18064, 0.49039, -1.17645], [0.48418, -0.35150, -0.27616], [-0.80894, -0.99576, 0.11965], [2.32617, 0.76196, -0.38582], [1.85085, -0.53892, 0.83345], [0.84991, 1.06333, -1.99492], [-1.55541, -0.23681, -0.00251], [-1.07858, -1.76338, -0.59852], [-0.62700, -1.30590, 1.18584], [3.20677, 0.77588, -0.86908]],
  "gap_ha": 0.309,
  "homo_energy_ha": -0.294
}



*3*
{
  "formula": "C3H5NS",
  "method": "ωB97M-V/def2-TZVPD",
  "elements": ["C", "C", "C", "N", "S", "H", "H", "H", "H", "H"],
  "xyz": [[1.02468, -1.27337, 1.24463], [0.02691, 0.38620, -0.23232], [-1.29583, 0.77573, -0.81223], [0.26484, -0.41881, 0.68114], [1.68958, 1.39237, -1.08678], [1.73199, -2.06483, 0.77802], [1.23521, -1.11901, 2.30209], [-1.17815, 0.66260, -1.91786], [-1.85932, -0.10190, -0.47147], [-1.63991, 1.76102, -0.48521]],
  "gap_ha": [0.241, 0.241],
  "homo_energy_ha": [-0.285, -0.285]
}



Stability comparison, relative energies in eV: *1* 1.490; *2* 0.000; *3* 1.225



*1*
{
  "formula": "C5H10N",
  "method": "ωB97M-V/def2-TZVPD",
  "elements": ["C", "C", "C", "C", "C", "N", "H", "H", "H", "H", "H", "H", "H", "H", "H", "H"],
  "xyz": [[-1.55969, -0.92837, -0.95057], [-0.28431, -1.33716, -0.86673], [-0.22433, 0.10149, -0.47128], [0.14558, 1.24789, -1.30429], [1.02807, -0.30473, 1.63491], [-0.24886, 0.15259, 1.04282], [-2.48767, -0.79933, -1.30659], [0.20857, -2.31837, -0.79181], [-0.41490, 2.11944, -1.12872], [-0.18005, 1.03482, -2.33762], [1.29762, 1.52270, -1.40190], [1.13346, -0.23536, 2.70219], [1.14094, -1.32198, 1.37245], [1.95043, 0.29337, 1.24848], [-0.52308, 1.12569, 1.04544], [-0.98176, -0.35270, 1.51321]],
  "gap_ha": 0.395,
  "homo_energy_ha": -0.516,
  "charge": 1
}



*2*
{
  "formula": "C5H10N",
  "method": "ωB97M-V/def2-TZVPD",
  "elements": ["C", "C", "C", "C", "C", "N", "H", "H", "H", "H", "H", "H", "H", "H", "H", "H"],
  "xyz": [[-0.36789, -1.49449, 2.28534], [-0.99097, -0.16082, 2.19854], [0.58494, 0.03624, 0.07916], [0.99089, 1.23914, -2.46450], [-0.10968, -0.68532, 1.06064], [-0.12480, 0.49623, -2.68054], [0.28333, -1.50975, 3.08845], [-1.05889, -2.24340, 2.26622], [-2.10605, -0.07706, 1.98570], [-0.55968, 0.53196, 2.93096], [1.16136, -0.55979, -0.57517], [0.36312, 1.08552, 0.11739], [1.68967, 1.19614, -3.34768], [1.15923, 1.93539, -1.70182], [-0.16442, -0.23169, -3.42207], [-0.75015, 0.44169, -1.82062]],
  "gap_ha": 0.264,
  "homo_energy_ha": -0.488,
  "charge": 1
}



*3*
{
  "formula": "C5H10N",
  "method": "ωB97M-V/def2-TZVPD",
  "elements": ["C", "C", "C", "C", "C", "N", "H", "H", "H", "H", "H", "H", "H", "H", "H", "H"],
  "xyz": [[2.05345, -1.03725, 0.18454], [0.84124, 1.68704, 0.31677], [1.10682, -0.49976, -0.57221], [-1.81581, -0.70693, 0.33141], [-1.32856, 0.43639, -0.48614], [0.38146, 0.64017, -0.21614], [2.56846, -1.92918, -0.12379], [2.32013, -0.63551, 1.15018], [0.19750, 2.50461, 0.60553], [1.90789, 1.78883, 0.48376], [0.79053, -0.94660, -1.50476], [-1.33030, -1.64266, 0.06911], [-1.70513, -0.52509, 1.39720], [-2.88104, -0.81423, 0.12212], [-1.73456, 1.40020, -0.19831], [-1.37210, 0.27995, -1.55928]],
  "gap_ha": 0.376,
  "homo_energy_ha": -0.551,
  "charge": 1
}



Stability comparison, relative energies in eV: *1* 2.473; *2* 3.130; *3* 0.000



*1*
{
  "formula": "C4H11N2O",
  "method": "ωB97M-V/def2-TZVPD",
  "elements": ["C", "C", "C", "N", "N", "C", "O", "H", "H", "H", "H", "H", "H", "H", "H", "H", "H", "H"],
  "xyz": [[0.46298, 0.25524, -0.80007], [-1.02405, 0.23310, -1.15312], [-1.92709, 0.35546, 0.08430], [-1.71373, -0.69160, 1.02685], [0.97628, -1.01259, -0.37333], [2.05630, -0.60266, 0.68286], [2.79304, 0.39534, 0.24372], [0.93889, 0.44576, -1.77389], [0.75724, 1.06848, 0.01522], [-1.03572, -0.81104, -1.50343], [-1.17346, 0.83677, -2.05350], [-1.72677, 1.33274, 0.59402], [-2.94496, 0.53465, -0.32612], [-1.05825, -0.27050, 1.68881], [0.22485, 1.24353, 0.85432], [0.22927, -1.44972, 0.18759], [1.48051, -0.38537, 1.62031], [2.68469, -1.47759, 0.98543]],
  "gap_ha": 0.202,
  "homo_energy_ha": -0.105,
  "charge": -1
}



*2*
{
  "formula": "C4H11N2O",
  "method": "ωB97M-V/def2-TZVPD",
  "elements": ["C", "C", "C", "N", "H", "H", "H", "H", "H", "H", "H", "N", "C", "O", "H", "H", "H", "H"],
  "xyz": [[0.83798, -0.85651, -0.72417], [0.79461, 0.21855, -1.76596], [-0.10612, 1.19749, -1.74087], [1.81740, 0.14463, -2.74261], [1.80473, -0.84604, -0.21473], [0.71716, -1.83741, -1.19664], [0.02245, -0.69608, 0.00098], [-0.12254, 1.96038, -2.51516], [-0.80407, 1.23416, -0.91458], [2.03693, -0.80055, -3.01996], [1.64136, 0.72625, -3.54905], [-0.31796, -0.33544, 3.11086], [-1.59785, -0.31842, 2.31804], [-1.39478, 0.13111, 1.08042], [0.19377, 0.48155, 2.79244], [-0.49421, -0.21634, 4.10572], [-1.97638, -1.36895, 2.36700], [-2.35028, 0.29818, 2.88725]],
  "gap_ha": 0.240,
  "homo_energy_ha": -0.095,
  "charge": -1
}



Stability comparison, relative energies in eV: *1* 5.930; *2* 0.000



*1*
{
  "formula": "C2H7NS2",
  "method": "ωB97M-V/def2-TZVPD",
  "elements": ["S", "S", "H", "H", "C", "C", "N", "H", "H", "H", "H", "H"],
  "xyz": [[-1.28934, 2.13968, 0.52955], [-0.98104, 1.19161, -1.27421], [0.00835, 1.99037, 0.79367], [-1.74932, 0.10617, -1.13761], [0.55663, -2.42932, -0.27663], [1.64049, -2.78638, 0.44146], [2.32888, -1.80033, 1.14680], [-0.00467, -1.52827, -0.04273], [0.24283, -2.89512, -1.20399], [1.97606, -3.81380, 0.44857], [1.98637, -0.87219, 1.20761], [3.30269, -1.92985, 1.34052]],
  "gap_ha": 0.300,
  "homo_energy_ha": -0.288
}



*2*
{
  "formula": "C2H7NS2",
  "method": "ωB97M-V/def2-TZVPD",
  "elements": ["C", "N", "H", "H", "H", "C", "S", "S", "H", "H", "H", "H"],
  "xyz": [[6.52164, 1.74472, -3.20345], [5.34378, 1.61049, -3.59357], [6.75302, 2.28278, -2.28487], [7.45892, 1.40253, -3.67279], [5.19586, 1.36441, -4.56870], [-3.97344, -0.95945, 1.12154], [-2.27527, -0.93762, 0.58732], [-1.28077, -0.23419, 2.20044], [-4.27200, -1.76699, 1.78727], [-4.67061, -0.99259, 0.27971], [-4.22889, -0.07860, 1.71026], [-1.36670, 1.09776, 2.14077]],
  "gap_ha": 0.359,
  "homo_energy_ha": -0.333
}



*3*
{
  "formula": "C2H7NS2",
  "method": "ωB97M-V/def2-TZVPD",
  "elements": ["S", "S", "H", "H", "C", "C", "N", "H", "H", "H", "H", "H"],
  "xyz": [[-1.97013, 0.34733, 1.07943], [-0.34848, -1.22746, 1.04173], [-2.06483, 0.45037, 2.39240], [0.59149, -0.20250, 0.92425], [2.53383, 1.00457, -1.06601], [0.64376, 0.48231, -2.16247], [1.54574, -0.02667, -1.41960], [2.57308, 1.76817, -1.79568], [2.22454, 1.34356, -0.06422], [3.52250, 0.52670, -1.08715], [-0.34931, 0.16746, -2.05576], [0.71452, 1.29369, -2.94420]],
  "gap_ha": 0.334,
  "homo_energy_ha": -0.342
}



*4*
{
  "formula": "C2H7NS2",
  "method": "ωB97M-V/def2-TZVPD",
  "elements": ["N", "C", "C", "S", "S", "H", "H", "H", "H", "H", "H", "H"],
  "xyz": [[-0.13317, -0.57638, -1.16585], [-0.40845, 0.23136, 0.06585], [0.72009, 0.19361, 1.06563], [-0.07451, -1.13390, 2.64247], [-1.12260, 0.89683, -3.49494], [-0.77011, -0.10865, -1.84741], [0.69687, -0.22883, -1.67084], [-0.83043, 1.21795, -0.16171], [-1.18092, -0.41349, 0.51156], [1.73981, 0.21386, 0.66290], [0.61903, 0.94640, 1.84156], [0.74438, -1.23877, 1.55079]],
  "gap_ha": 0.198,
  "homo_energy_ha": -0.338
}



Stability comparison, relative energies in eV: *1* 0.230; *2* 0.000; *3* 0.910; *4* 5.802



*1*
{
  "formula": "C6H8N2",
  "method": "ωB97M-V/def2-TZVPD",
  "elements": ["C", "C", "C", "C", "C", "C", "H", "H", "H", "H", "H", "H", "H", "H", "N", "N"],
  "xyz": [[-1.67298, 0.06069, -0.18969], [-0.34492, -0.13470, -0.88660], [0.14818, 1.02036, 0.00631], [1.86044, 0.82680, -0.12315], [1.79004, -0.76436, -0.13991], [0.19574, -0.97500, 0.12698], [-0.27342, -0.27627, -1.91016], [-0.03968, 2.07444, 0.15338], [2.21023, 1.14931, -1.19965], [2.49464, 1.24785, 0.80862], [2.29910, -1.23748, 0.70082], [2.01073, -1.32336, -1.12486], [-0.07580, -2.09346, 0.50423], [0.53085, -0.01161, 1.88390], [-2.83697, 0.03743, -0.00090], [-0.16527, 0.00084, 1.06092]],
  "gap_ha": 0.366,
  "homo_energy_ha": -0.340
}



*2*
{
  "formula": "C6H8N2",
  "method": "ωB97M-V/def2-TZVPD",
  "elements": ["C", "C", "C", "C", "C", "C", "H", "H", "H", "H", "H", "H", "H", "H", "N", "N"],
  "xyz": [[2.05590, -0.70409, 0.15729], [0.90260, -0.11511, 0.97310], [-0.48101, 1.44550, -0.64744], [-0.49978, -0.12558, -0.68948], [-1.55152, -1.19812, -0.46028], [-0.64591, -0.65235, 0.73559], [1.11616, -0.18108, 1.99051], [1.75761, 1.66488, 0.25557], [-0.32775, 2.19451, -1.41003], [-1.39507, 1.34136, -0.02724], [0.51514, -0.48846, -1.06976], [-2.63342, -1.28312, -0.28785], [-1.17235, -2.48562, -0.56382], [-1.25541, -0.03282, 1.52323], [2.96456, -0.65996, -0.82863], [0.65027, 1.28005, 0.34924]],
  "gap_ha": 0.339,
  "homo_energy_ha": -0.323
}



Stability comparison, relative energies in eV: *1* 0.000; *2* 4.529